Entry 1:
Entry from the OMol25 dataset: a 5-piece molecular cluster, C28H68BN4O5 overall (ωB97M-V/def2-TZVPD).

The geometry in ORCA input format:
```
! RIJCOSX wB97M-V def2-TZVPD def2/J DEFGRID3
* xyz -1 1
C 3.44956 -1.65333 -0.46691
C 3.15658 -1.01694 -1.80945
C 2.20877 -1.75337 -2.73102
C 3.70998 0.17039 -2.12139
C 3.12752 1.15496 -3.09767
C 1.93328 1.98676 -2.56012
C 1.07190 1.35271 -1.46685
C 1.69192 1.50908 -0.06118
C -0.32995 1.98465 -1.47155
C -1.38722 1.03437 -0.86995
B -2.11263 0.16080 -2.06251
C -2.67058 -1.33228 -1.55554
C -1.59181 -2.13677 -0.94222
O -0.59811 -2.52046 -1.53246
H 4.26427 -2.38571 -0.52744
H 2.54282 -2.10800 -0.07255
H 3.77428 -0.88965 0.23758
H 1.93085 -2.71796 -2.31626
H 2.68280 -1.86955 -3.70559
H 1.28633 -1.18970 -2.88020
H 4.65653 0.42201 -1.64582
H 3.91928 1.86493 -3.35723
H 2.87215 0.66662 -4.04123
H 1.27779 2.15910 -3.41452
H 2.27349 2.97011 -2.22661
H 0.90820 0.29428 -1.66959
H 2.73303 1.82794 -0.13549
H 1.17141 2.27834 0.51252
H 1.62299 0.58931 0.51880
H -0.64568 2.25402 -2.48193
H -0.31604 2.90850 -0.88184
H -2.13984 1.65242 -0.36567
H -0.88745 0.42041 -0.10859
H -3.10478 0.80627 -2.41940
H -1.38704 0.00396 -3.03698
H -3.50425 -1.21268 -0.85454
H -3.05161 -1.87327 -2.42602
H -1.71495 -2.39535 0.13545
C 3.02036 -1.55144 6.13550
C 1.79788 -1.44205 5.22847
C 1.78696 -2.45427 4.07397
O 2.65570 -2.14357 3.00826
C 4.01168 -2.50484 3.20365
N 1.68126 -0.06062 4.75451
H 3.90351 -1.10188 5.68288
H 2.83801 -1.02612 7.07349
H 3.24783 -2.59366 6.37046
H 0.91762 -1.65862 5.84225
H 0.78472 -2.45217 3.63714
H 1.97585 -3.47494 4.43714
H 4.10932 -3.42889 3.78012
H 4.56052 -1.69660 3.69559
H 4.45902 -2.66080 2.22375
H 0.80652 0.04929 4.24941
H 2.39430 0.08348 4.04402
C -4.19644 6.80106 -0.80136
C -3.88341 5.71008 -1.82198
C -2.74226 4.77334 -1.40682
O -1.44785 5.33462 -1.53878
C -1.03556 6.16322 -0.47585
N -3.63454 6.33848 -3.12532
H -3.46989 7.61369 -0.83478
H -5.17463 7.23781 -1.00758
H -4.21432 6.39769 0.21321
H -4.77647 5.08637 -1.91519
H -2.75367 3.90837 -2.07488
H -2.88959 4.38500 -0.39067
H -1.41894 5.80518 0.48500
H -1.34487 7.20205 -0.62868
H 0.05449 6.13843 -0.44508
H -3.54477 5.60951 -3.82723
H -2.71054 6.76094 -3.08732
C 4.54288 -6.44140 1.55815
C 5.93582 -5.94665 1.18007
C 6.93735 -7.07084 0.88333
O 7.43880 -7.74161 2.02479
C 6.59445 -8.74351 2.55636
N 6.41206 -5.03803 2.22631
H 4.50290 -6.79798 2.58777
H 3.82223 -5.62835 1.47230
H 4.21700 -7.25019 0.90111
H 5.83431 -5.36667 0.25810
H 7.81353 -6.62519 0.40519
H 6.51796 -7.79488 0.17201
H 6.04427 -9.26503 1.76758
H 5.88906 -8.33075 3.28143
H 7.22706 -9.46366 3.07551
H 7.28193 -4.60554 1.92851
H 6.67876 -5.59900 3.03107
C -9.06251 1.52423 -1.27298
C -8.80561 3.02305 -1.39333
C -7.57922 3.37836 -2.24638
O -6.33814 3.17526 -1.61341
C -5.84971 1.83535 -1.63035
N -8.72715 3.60162 -0.04812
H -8.38330 1.05112 -0.56523
H -10.07686 1.34632 -0.91392
H -8.95283 1.02543 -2.23768
H -9.67408 3.46296 -1.89463
H -7.62216 4.45093 -2.46245
H -7.60623 2.85602 -3.21269
H -6.11587 1.31935 -2.55595
H -6.22192 1.27467 -0.76913
H -4.76454 1.87212 -1.55856
H -8.67374 4.61321 -0.12471
H -7.82812 3.33420 0.34468
*
```



Entry 2:
Entry from the OMol25 dataset: a 4-piece molecular cluster, C28H69N10O7P3S overall (ωB97M-V/def2-TZVPD).

The geometry in ORCA input format:
```
! RIJCOSX wB97M-V def2-TZVPD def2/J DEFGRID3
* xyz 0 1
C -4.05206 -0.18017 3.41442
O -4.35449 0.81771 4.35884
C -3.91706 2.11240 3.96847
C -2.81966 2.60212 4.91171
C -1.50417 1.85969 4.67565
C -0.46247 2.25903 5.71729
O -0.25316 3.69383 5.57884
S 1.28149 4.18307 5.69020
O 1.78896 3.69366 6.94262
O 2.08960 3.24993 4.56524
C 1.41189 3.04181 3.35877
C 0.81619 4.12259 2.72468
C 0.16631 3.87448 1.52730
C 0.16060 2.57781 1.02774
C 0.79294 1.60540 1.77780
N 1.43428 1.80370 2.92808
H -4.27626 0.12330 2.38668
H -4.65659 -1.05794 3.64363
H -3.00464 -0.50088 3.44987
H -4.74886 2.81940 3.92978
H -3.47284 2.08464 2.96634
H -2.69866 3.66664 4.68711
H -3.14072 2.54791 5.95485
H -1.63569 0.78185 4.63056
H -1.13093 2.25522 3.72496
H 0.45116 1.68098 5.60615
H -0.92166 2.09512 6.69210
H 0.82041 5.13113 3.10772
H -0.34205 4.65242 0.97372
H -0.30553 2.30015 0.09499
H 0.79373 0.59488 1.38564
O -1.00648 -1.23585 6.56589
P -0.59980 -2.46619 7.33185
N -0.93938 -1.93949 8.93120
C -0.05646 -1.44039 9.95883
C -2.34700 -1.81229 9.26541
N 1.04811 -2.50758 6.78967
C 2.22545 -2.34268 7.62610
C 1.29365 -1.88878 5.48292
N -0.52259 -4.09215 7.84552
C -0.07613 -4.60267 9.12268
C -0.58083 -5.09208 6.77704
H -0.27114 -1.93579 10.91515
H -0.16526 -0.35852 10.10703
H 0.99108 -1.63879 9.75084
H -2.76873 -2.77750 9.58331
H -2.92715 -1.46030 8.40832
H -2.50205 -1.09422 10.07069
H 2.20680 -1.41320 8.20449
H 3.12304 -2.30323 7.00846
H 2.38463 -3.19579 8.29006
H 1.42806 -0.80222 5.55061
H 0.47245 -2.08448 4.79790
H 2.19034 -2.31857 5.03065
H 0.78883 -4.07648 9.52525
H 0.21274 -5.64876 9.02278
H -0.87258 -4.56142 9.87283
H 0.41782 -5.31641 6.38264
H -1.19498 -4.73297 5.94966
H -1.03873 -6.01946 7.12596
O 2.18570 0.66022 -1.08941
P 2.65074 -0.14521 -2.27481
N 2.97278 1.12158 -3.38456
C 2.17488 1.61001 -4.48391
C 4.13399 1.94204 -3.09183
N 1.20045 -1.08165 -2.46912
C 0.31134 -1.04673 -3.62190
C 0.40869 -1.26869 -1.25316
N 3.54335 -1.24983 -3.22215
C 3.69623 -1.26676 -4.66051
C 3.90314 -2.50365 -2.55632
H 2.79572 1.72378 -5.38298
H 1.71817 2.58373 -4.26424
H 1.37462 0.93164 -4.76501
H 5.05437 1.48227 -3.48210
H 4.26067 2.07989 -2.01471
H 4.04012 2.93536 -3.53083
H -0.04510 -0.03928 -3.85574
H -0.57613 -1.65185 -3.43000
H 0.76553 -1.49631 -4.50773
H -0.26131 -0.42075 -1.05414
H 1.05022 -1.40258 -0.38539
H -0.19767 -2.17362 -1.33868
H 2.78420 -1.01126 -5.20022
H 3.98636 -2.26457 -4.98994
H 4.48337 -0.58017 -4.98902
H 3.11573 -3.25894 -2.67064
H 4.05773 -2.33963 -1.48871
H 4.83839 -2.90721 -2.94860
O -0.67138 1.00030 -6.53771
P -1.32986 0.67035 -7.85131
N -0.16496 -0.42039 -8.49209
C 0.87532 -0.20996 -9.47042
C -0.09229 -1.71598 -7.84046
N -1.39259 2.29253 -8.46328
C -0.69394 2.78813 -9.63701
C -1.43270 3.34437 -7.44372
N -2.49441 0.14730 -8.98104
C -2.27915 -0.31603 -10.33438
C -3.87658 0.53080 -8.68133
H 0.86343 -1.01641 -10.21541
H 1.87362 -0.18728 -9.01353
H 0.75011 0.71239 -10.03043
H -0.84239 -2.40926 -8.24818
H -0.26915 -1.62838 -6.76467
H 0.89095 -2.17085 -7.96559
H 0.38592 2.61005 -9.59353
H -0.82532 3.86685 -9.72551
H -1.10428 2.38362 -10.56509
H -0.43386 3.60701 -7.07332
H -2.03802 3.04137 -6.59359
H -1.89616 4.24375 -7.85587
H -1.51183 0.24173 -10.87028
H -3.19861 -0.21561 -10.91038
H -2.00178 -1.37479 -10.35761
H -4.11889 1.51538 -9.09894
H -4.03640 0.57545 -7.60291
H -4.58485 -0.20188 -9.07159
*
```



Entry 3:
Entry from the OMol25 dataset: C28H70ClF7N16NbO35S as an isolated structure (ωB97M-V/def2-TZVPD).

The geometry in ORCA input format:
```
! RIJCOSX wB97M-V def2-TZVPD def2/J DEFGRID3
* xyz -1 1
C 2.34260 -3.79244 -1.61725
C 2.05134 -2.46145 -0.91943
C 0.54810 -2.16049 -0.95711
C 0.04916 -1.51419 -2.26443
Nb 0.57711 0.63411 -2.58729
C -0.58725 0.51728 -4.55721
O -0.16353 -0.67086 -5.27214
C -1.23511 -1.42986 -5.76036
C -1.05604 1.55493 -1.37744
Cl -2.29037 2.42364 -2.42313
C -1.78097 0.64431 -0.38472
C -1.04911 0.63809 0.97952
S 2.82381 0.01728 -3.73715
O 3.06695 -1.41637 -3.78137
O 2.75137 0.58018 -5.07914
C 4.43972 0.66515 -2.96420
F 4.44344 0.51581 -1.61993
F 5.42192 -0.16167 -3.44699
C 4.94003 2.07757 -3.34474
F 5.09630 2.21604 -4.66847
F 6.19291 2.17255 -2.78648
C 4.13191 3.30863 -2.80694
F 5.02361 4.30226 -2.53314
F 3.31825 3.78304 -3.75616
F 3.47658 3.04544 -1.67688
H 1.60686 -3.92975 -2.40788
H 3.34805 -3.79705 -2.01947
H 2.21215 -4.58806 -0.89484
H 2.33478 -2.50560 0.13281
H 2.58863 -1.62168 -1.34670
H 0.27657 -1.60044 -0.06302
H 0.04952 -3.12942 -0.85735
H -1.02812 -1.67392 -2.36448
H 0.48986 -2.08785 -3.08777
H 1.11896 2.35686 -3.00552
H 1.58170 0.65619 -1.03357
H -0.41175 1.39620 -5.18256
H -1.65470 0.40196 -4.35857
H -0.84417 -2.06529 -6.55511
H -1.63822 -2.07232 -4.97188
H -2.02439 -0.80475 -6.18587
H -0.62968 2.35818 -0.78084
H -2.73760 1.12558 -0.19430
H -2.02397 -0.34687 -0.74540
H -1.42136 1.45859 1.57835
H -1.24356 -0.31947 1.44753
H 0.01284 0.72402 0.78804
C -2.64008 -5.98892 -1.50314
N -2.48270 -4.55555 -1.14086
O -2.77183 -3.72176 -1.97109
O -2.06645 -4.32373 -0.02573
H -3.01931 -6.05268 -2.51558
H -1.65885 -6.45238 -1.42303
H -3.33664 -6.42474 -0.80001
C 1.39979 1.42167 4.96980
N 1.01419 1.21590 3.54607
O 0.70307 0.09554 3.19598
O 1.05777 2.19033 2.82785
H 1.32258 0.46830 5.48037
H 2.41606 1.78542 4.97410
H 0.72115 2.14947 5.38818
C 2.74928 -8.25424 -1.87329
N 1.44105 -7.77890 -1.35079
O 1.45367 -6.96886 -0.45774
O 0.43891 -8.23776 -1.86949
H 3.53478 -7.75486 -1.31886
H 2.78140 -9.33040 -1.73186
H 2.78447 -8.00071 -2.92835
C 4.95806 -5.30100 2.30465
N 4.51335 -5.59989 0.91567
O 4.28742 -6.76195 0.62887
O 4.41095 -4.66172 0.16487
H 5.00729 -6.22451 2.85852
H 5.93230 -4.83201 2.23622
H 4.22774 -4.61953 2.73251
C -1.27640 5.22491 2.83883
N -1.66490 3.87090 3.31367
O -1.02113 3.38490 4.21645
O -2.59658 3.33948 2.74995
H -0.43542 5.56714 3.42916
H -1.00905 5.13300 1.79029
H -2.13163 5.87299 2.96451
C -2.52703 6.08424 -3.32003
N -3.83770 6.72870 -3.03683
O -3.88769 7.59386 -2.18823
O -4.78869 6.33931 -3.68205
H -1.78074 6.52940 -2.67377
H -2.63488 5.02215 -3.11669
H -2.29490 6.25600 -4.36770
C 9.30959 -6.42576 4.45591
N 8.10029 -6.57079 3.60060
O 8.25543 -6.92624 2.45510
O 7.03086 -6.31696 4.11549
H 10.17923 -6.68232 3.86363
H 9.34929 -5.39329 4.78860
H 9.19218 -7.09902 5.29915
C 3.79250 5.00618 7.09836
N 2.84813 3.94924 6.64402
O 2.72503 2.96385 7.34661
O 2.26077 4.14586 5.60360
H 4.23598 4.69249 8.02928
H 4.54585 5.11938 6.32333
H 3.22237 5.91786 7.22128
C -4.66719 8.44474 2.51964
N -3.43854 8.18772 3.32012
O -2.37736 8.17595 2.73392
O -3.58465 8.00005 4.50794
H -4.37785 8.58793 1.48552
H -5.31285 7.57927 2.63228
H -5.13811 9.33424 2.92604
C -6.75136 0.00182 -1.60474
N -5.42310 -0.14850 -0.94806
O -4.44482 0.08240 -1.61368
O -5.43148 -0.49458 0.21690
H -6.59081 0.31152 -2.63068
H -7.24840 -0.96200 -1.55756
H -7.30652 0.75025 -1.04742
C 3.29131 5.96055 12.00886
N 3.97685 5.85936 10.69221
O 5.13754 5.51502 10.67957
O 3.31906 6.12812 9.70956
H 3.99837 5.69123 12.78368
H 2.95405 6.98624 12.11981
H 2.44827 5.27700 11.98777
C -6.87654 -7.27336 0.71466
N -6.24444 -7.24497 -0.63200
O -5.05015 -7.46851 -0.68457
O -6.95216 -7.00691 -1.58326
H -6.09428 -7.48417 1.43580
H -7.32156 -6.29821 0.88912
H -7.63713 -8.04798 0.70062
C -2.50962 -7.78377 2.99823
N -3.89639 -7.44500 3.41802
O -4.04748 -6.57455 4.23987
O -4.79884 -8.07180 2.89175
H -1.82404 -7.14674 3.54275
H -2.34816 -8.83191 3.23013
H -2.44316 -7.60896 1.92829
C -5.49954 5.19100 -7.54109
N -4.19017 5.14214 -6.84296
O -3.97118 4.18426 -6.13958
O -3.43663 6.07854 -7.01863
H -6.05488 4.30009 -7.27384
H -6.01036 6.08714 -7.20192
H -5.31651 5.23010 -8.61019
C -8.10596 4.58498 -4.05379
N -8.61224 4.36243 -5.43753
O -8.89135 3.23159 -5.76793
O -8.70173 5.34189 -6.14827
H -8.07662 3.62985 -3.54439
H -7.11242 5.01980 -4.13285
H -8.78940 5.27322 -3.56661
C 8.40527 0.27865 -2.60809
N 9.73973 0.01572 -2.00061
O 10.72569 0.18860 -2.68779
O 9.75783 -0.35674 -0.84661
H 8.55062 0.60249 -3.63078
H 7.83966 -0.64649 -2.56560
H 7.92636 1.04707 -2.01744
*
```



| no. | electronic energy (eV) | gap between HOMO and LUMO (eV) |
| --- | --- | --- |
| 1 | -47010.9959 | 7.31 |
| 2 | -98083.8960 | 8.10 |
| 3 | -169555.2767 | 5.36 |